This record from the Open Molecules 2025 dataset describes a structure of composition C47H97Br2F3N6O12S2 at a distorted geometry. The level of theory is wB97M-V/def2-TZVPD.

Output
LUMO energy in hartree: 0.007
E in Eh: -9323.99964
HOMO-LUMO gap in eV: 8.75
HOMO energy in eV: -8.57
Maximum force in eV/A: 6.45

```
169
Properties=species:S:1:pos:R:3:forces:R:3
C 1.9927 -1.8316 3.2406 -1.158 0.837 -0.409
C 1.3180 -1.0594 1.9933 -1.331 1.609 -1.621
C 0.3604 0.1062 2.3393 0.061 -0.585 -4.143
C -0.3331 0.8382 1.1728 1.504 -2.159 -0.659
C -0.1367 0.4747 -0.3467 1.431 -1.683 3.229
C -0.9519 1.3346 -1.4064 1.313 -0.410 0.617
C -2.4118 0.7698 -1.8238 0.646 0.167 -1.170
S -1.9685 -0.6929 -2.9579 0.084 0.144 -0.585
C -3.2798 0.1258 -0.6498 0.472 0.096 1.421
Br -4.0998 -1.6742 -1.1103 0.187 0.937 0.533
C -4.3595 1.1118 0.0935 -0.736 -1.656 1.735
C -5.8744 0.6401 -0.1575 -1.120 -0.061 0.103
C -7.0134 1.6532 0.2866 -0.977 3.133 0.914
O -6.9285 2.8810 0.4718 0.319 -4.144 -0.841
O -8.3053 1.0551 0.5520 1.869 0.031 -1.401
C -4.1274 0.9277 1.6994 1.076 0.091 0.103
C -4.7640 2.0559 2.6207 -1.090 -1.294 0.459
C -5.9999 1.3814 3.4404 1.235 0.876 0.644
Br -3.3961 2.5038 4.0444 -0.464 0.090 -0.688
O -4.0918 2.5119 -0.1439 -0.176 -0.657 -2.231
S -4.3029 2.9997 -1.7177 -2.369 5.921 -0.973
O -3.8570 4.4567 -1.7391 0.113 -4.628 0.625
O -5.7112 2.9959 -2.2357 3.203 -1.821 1.531
C -3.1800 1.8968 -2.7417 0.219 -0.231 -0.532
C -4.0643 1.2995 -3.9203 -0.508 0.768 -2.010
O -4.9932 0.2381 -3.5478 -1.388 0.055 -1.867
C -5.9905 0.0368 -4.5181 -0.804 -1.573 0.589
F -5.5626 0.2159 -5.8517 -1.091 0.013 3.051
F -7.1556 0.8172 -4.2558 2.961 -1.604 -1.026
F -6.4168 -1.3253 -4.4225 1.036 3.360 -0.178
C -2.1307 2.9282 -3.4478 0.085 -0.409 -0.779
C -2.7463 3.8464 -4.6034 0.465 0.864 -0.321
C -2.5216 3.2662 -6.1083 -1.632 0.774 0.648
C -2.0293 5.2959 -4.5845 -0.344 0.379 -0.048
C 0.8597 -0.6672 -0.6796 -0.854 1.161 3.566
C 1.5701 -1.4110 0.5079 -1.840 2.140 0.664
H 3.0021 -1.3714 3.5021 -1.169 -0.942 -0.561
H 1.3026 -1.6304 4.1444 1.075 -0.414 -1.408
H 2.0156 -2.9590 3.0646 0.289 1.640 0.201
H 0.1041 0.4512 3.4080 0.622 -0.814 -1.858
H -1.0765 1.6860 1.4152 1.448 -1.363 -0.415
H -0.9751 2.4162 -1.0032 -0.087 -1.705 -0.694
H -0.3054 1.2506 -2.3615 -1.197 0.658 1.581
H -1.3473 -0.1715 -4.0978 -0.508 0.306 1.289
H -2.5988 -0.2242 0.2169 -0.733 0.765 -1.818
H -6.1082 0.3755 -1.2588 0.442 0.419 1.797
H -6.0286 -0.2991 0.4983 0.174 1.444 -1.379
H -8.9883 1.5171 0.0140 0.790 -0.029 0.690
H -4.5371 -0.0976 2.0382 0.596 1.591 -0.732
H -3.0011 0.8930 1.9612 -1.778 0.076 -0.867
H -5.0243 3.0472 2.1395 0.410 -1.490 0.417
H -6.6056 0.6470 2.8152 0.656 1.236 0.766
H -6.6002 2.2372 3.8933 0.404 -1.370 -0.707
H -5.5001 0.8272 4.3230 -1.004 0.622 -1.490
H -3.4205 0.8881 -4.7882 -0.624 0.699 1.781
H -4.7435 2.0908 -4.4230 1.487 -0.778 1.203
H -1.3597 2.2377 -3.9675 -0.998 1.169 1.069
H -1.6382 3.6363 -2.6914 -0.788 -1.494 -0.991
H -3.8610 4.0362 -4.3875 1.698 -0.342 -0.485
H -3.4196 2.5918 -6.3524 1.640 0.625 0.120
H -2.6342 4.1805 -6.8057 0.451 -1.600 0.933
H -1.5149 2.7490 -6.2345 -1.387 0.701 0.129
H -1.6410 5.5991 -3.5562 -0.565 -0.508 -1.296
H -1.1630 5.3541 -5.3364 -1.209 -0.208 1.147
H -2.7996 6.1006 -4.8870 1.230 -1.278 0.377
H 1.0631 -0.9491 -1.7759 -0.329 0.409 2.027
H 2.3146 -2.2594 0.2866 -1.366 1.497 0.294
C -3.6286 3.0043 10.1466 -0.030 0.182 0.231
C -4.3790 2.8879 8.8233 0.357 -0.237 0.030
C -4.8705 1.4571 8.5181 -0.116 0.185 -0.283
O -3.8532 0.5728 8.0607 -0.308 0.026 0.350
C -3.0746 -0.0113 9.0914 0.206 -0.037 -0.364
N -3.5290 3.4085 7.7452 -0.199 -0.211 -0.131
H -2.6167 2.5975 10.0926 -0.092 -0.024 -0.074
H -3.5315 4.0552 10.4354 -0.007 -0.118 -0.100
H -4.1637 2.4877 10.9483 0.043 0.000 -0.035
H -5.2649 3.5290 8.8988 -0.004 -0.113 -0.103
H -5.5954 1.5198 7.6992 0.135 -0.040 -0.027
H -5.4058 1.0256 9.3730 0.124 -0.015 0.101
H -3.6627 -0.2083 9.9918 -0.006 0.094 0.021
H -2.2193 0.6265 9.3242 -0.012 -0.043 0.242
H -2.6833 -0.9607 8.7189 -0.102 0.056 -0.032
H -4.0678 3.4153 6.8802 0.073 0.131 0.071
H -2.8042 2.7109 7.5700 -0.060 0.163 0.074
C -0.6984 -3.7784 -7.5897 -0.026 0.125 -0.272
C -0.0340 -3.3276 -6.2923 -0.227 -0.312 -0.007
C 0.7291 -4.4559 -5.5675 0.011 0.225 0.267
O -0.1052 -5.3695 -4.8660 0.390 0.073 -0.344
C -0.6686 -6.3908 -5.6738 -0.296 0.002 0.336
N -1.0489 -2.7171 -5.4236 0.199 -0.053 0.183
H -1.6013 -4.3675 -7.4163 0.094 0.012 0.082
H -0.9976 -2.9093 -8.1836 0.025 -0.077 0.124
H -0.0110 -4.3744 -8.1963 -0.041 0.002 0.043
H 0.6976 -2.5555 -6.5574 0.024 -0.069 0.125
H 1.3655 -3.9937 -4.8049 -0.112 -0.054 0.034
H 1.4021 -4.9886 -6.2507 -0.111 -0.056 -0.102
H 0.0094 -6.7071 -6.4713 -0.009 0.088 -0.059
H -1.6213 -6.0580 -6.0899 0.050 -0.155 -0.209
H -0.8745 -7.2509 -5.0332 0.056 0.092 -0.009
H -0.5852 -2.3349 -4.6006 0.011 -0.056 -0.081
H -1.6184 -3.4761 -5.0463 -0.011 0.171 -0.109
C 8.8122 -1.7900 3.4553 0.258 0.006 0.041
C 7.5997 -1.1657 4.1395 -0.066 -0.167 -0.342
C 6.4767 -2.1789 4.4457 -0.121 0.301 0.127
O 5.6948 -2.5469 3.3145 0.257 -0.195 0.331
C 6.2689 -3.5627 2.5088 -0.294 0.189 -0.244
N 7.1119 -0.0492 3.3200 -0.283 -0.197 0.020
H 8.6325 -2.0095 2.4008 -0.078 0.015 0.083
H 9.6638 -1.1039 3.4945 -0.136 -0.038 -0.007
H 9.1097 -2.7172 3.9528 -0.018 0.031 -0.044
H 7.9447 -0.7602 5.0976 -0.148 -0.014 -0.020
H 5.7787 -1.7039 5.1436 -0.027 -0.011 -0.131
H 6.8665 -3.0686 4.9555 0.081 -0.056 -0.121
H 6.8262 -4.2936 3.1008 0.064 0.066 0.020
H 6.9103 -3.1190 1.7446 0.165 -0.175 0.016
H 5.4568 -4.0810 1.9938 -0.003 0.053 0.106
H 6.3632 0.4228 3.8244 0.209 0.139 -0.014
H 6.6376 -0.4536 2.5110 0.151 0.058 0.080
C 11.0630 2.8663 5.1958 0.055 -0.090 0.278
C 10.5906 2.1062 3.9600 -0.022 0.480 -0.085
C 11.5409 2.2453 2.7518 -0.245 -0.221 -0.113
O 11.4427 3.4900 2.0686 0.342 -0.259 0.223
C 12.1841 4.5446 2.6585 -0.291 0.167 -0.256
N 9.2271 2.5364 3.6276 0.215 0.010 -0.327
H 10.9052 3.9434 5.1120 0.002 -0.083 -0.090
H 10.5092 2.5337 6.0791 0.014 0.035 -0.147
H 12.1257 2.6888 5.3839 -0.035 0.036 -0.012
H 10.5570 1.0440 4.2292 0.007 0.021 -0.146
H 11.2606 1.4835 2.0163 -0.046 0.134 -0.013
H 12.5808 2.0366 3.0327 0.034 0.133 0.090
H 13.1171 4.1928 3.1069 -0.046 -0.046 0.072
H 11.5741 5.0640 3.4005 0.186 0.032 0.153
H 12.4270 5.2638 1.8730 -0.019 -0.118 -0.009
H 8.8811 1.9605 2.8614 -0.197 -0.131 0.290
H 9.2973 3.4680 3.2152 -0.002 -0.091 0.190
C -0.4215 5.2324 2.5667 -0.284 -0.050 -0.002
C 0.7756 4.3548 2.9165 0.081 0.369 -0.212
C 1.8214 5.0635 3.8027 0.141 -0.324 -0.034
O 2.6536 5.9836 3.1053 -0.302 -0.016 0.349
C 2.0799 7.2660 2.9127 0.310 -0.028 -0.268
N 1.3736 3.8483 1.6740 0.246 0.046 0.156
H -0.1871 5.9794 1.8055 0.085 -0.057 0.066
H -1.2357 4.6194 2.1676 0.115 0.044 0.042
H -0.8002 5.7516 3.4514 0.010 -0.018 -0.051
H 0.3917 3.4989 3.4845 0.130 0.013 0.019
H 2.4975 4.2984 4.1997 0.045 0.083 -0.105
H 1.3530 5.5431 4.6710 -0.087 0.107 -0.085
H 1.4480 7.5658 3.7529 -0.068 -0.069 -0.027
H 1.5129 7.2882 1.9797 -0.180 0.140 0.095
H 2.8950 7.9870 2.8178 0.000 -0.107 0.061
H 2.1127 3.1886 1.9122 -0.172 -0.091 -0.087
H 1.8762 4.6257 1.2431 -0.167 -0.096 0.019
C -4.2127 -9.7441 -9.9173 -0.107 -0.071 -0.259
C -4.6716 -8.7815 -8.8261 0.301 -0.250 0.110
C -3.5515 -7.8507 -8.3158 -0.289 0.122 0.179
O -2.6294 -8.4746 -7.4284 0.030 0.234 -0.397
C -1.6019 -9.2106 -8.0716 -0.012 -0.139 0.392
N -5.2737 -9.5534 -7.7313 0.149 0.265 0.153
H -3.6153 -10.5695 -9.5250 -0.023 0.104 0.050
H -5.0781 -10.1900 -10.4167 0.081 0.059 0.122
H -3.6225 -9.2240 -10.6769 -0.004 -0.032 0.046
H -5.4502 -8.1466 -9.2642 0.078 0.053 0.123
H -4.0211 -7.0489 -7.7355 0.061 -0.102 0.065
H -3.0244 -7.3640 -9.1458 0.074 -0.130 -0.059
H -1.2917 -8.7500 -9.0134 -0.086 -0.021 -0.043
H -1.9239 -10.2408 -8.2363 0.113 -0.010 -0.216
H -0.7405 -9.2405 -7.4003 -0.080 0.075 -0.004
H -5.6622 -8.9039 -7.0495 -0.098 -0.098 -0.104
H -4.5103 -10.0039 -7.2247 -0.154 -0.029 -0.136
```
Positions in Å, forces in eV/Å.